Entry from the OMol25 dataset: a 2-piece molecular cluster, CH2ClOP overall (ωB97M-V/def2-TZVPD).

Computed properties:
- Energy relative to the best compared isomer or geometry (same formula, charge and spin): 21.8 kcal per mole
- 2S+1: 1

The geometry in XYZ format:
```
6
Properties=species:S:1:pos:R:3:forces:R:3
C -0.007296 1.741109 0.758380 1.6489 1.5563 1.2988
O 0.993520 2.128681 1.165639 -1.8206 -0.5268 -0.6576
P 0.150781 -0.450868 -0.412995 3.4967 0.4814 2.0110
Cl -0.932230 -1.677447 0.673648 -1.6115 -1.2011 2.2736
H -0.827836 -0.195017 -1.185680 -2.7980 1.0158 -3.0194
H 0.623060 -1.546458 -0.998993 1.0845 -1.3256 -1.9064
```
Positions in Å, forces in eV/Å.


Entry from the OMol25 dataset: a 3-piece molecular cluster, C4H13NO3S overall (ωB97M-V/def2-TZVPD).

Computed properties:
- Energy relative to the best compared isomer or geometry (same formula, charge and spin): 17.2 kcal per mole
- 2S+1: 1
- SMILES string: CC(=O)NCCS.O.O

The geometry in XYZ format:
```
22
Properties=species:S:1:pos:R:3:forces:R:3
C -1.613628 1.135981 -0.871338 -0.5571 0.4801 0.6003
C -0.629466 0.009483 -0.803486 -0.1187 -0.1892 -0.3180
O -0.663623 -0.853716 0.063946 0.2751 0.2079 -0.0418
N 0.290465 -0.027387 -1.799718 0.0232 0.1867 -0.2040
C 1.415805 -0.919138 -1.737800 0.7955 -0.3280 0.0171
C 2.417882 -0.562719 -0.610203 -0.3191 -1.3214 -0.1637
S 2.465064 -1.743803 0.772714 0.5265 -0.3957 0.3950
H -2.466488 0.902419 -0.242371 -0.0976 -0.2546 -0.0039
H -1.228917 2.052972 -0.416614 0.2996 -0.0896 -0.1644
H -1.978354 1.368256 -1.866259 0.1854 -0.0849 -0.2398
H 0.372133 0.781431 -2.390258 -0.1112 0.0405 -0.0559
H 1.085359 -1.955443 -1.696030 -0.2183 0.0229 0.5685
H 1.977268 -0.935398 -2.675379 -0.3107 0.6201 -0.1434
H 2.247517 0.404728 -0.174303 -0.1123 0.5415 -0.2455
H 3.417286 -0.641743 -1.032913 0.1005 0.3363 0.1693
H 1.236595 -2.269249 0.757100 -0.1995 0.3352 -0.2583
O -1.950648 -0.587437 2.502654 0.0798 0.4088 0.1964
H -1.722881 -1.441705 2.877014 0.0999 -0.0003 -0.0836
H -1.286002 -0.393072 1.813942 -0.3967 -0.6034 -0.0064
O -1.331896 2.121710 2.453221 -1.1501 1.1509 -0.2630
H -1.630049 1.310242 2.895585 1.0807 -0.1337 -0.3182
H -0.423422 2.243588 2.180496 0.1252 -0.9299 0.5633
```
Positions in Å, forces in eV/Å.


Entry from the OMol25 dataset: an isolated ion of composition C4H9N4 and charge +1 (ωB97M-V/def2-TZVPD).

Computed properties:
- Energy relative to the best compared isomer or geometry (same formula, charge and spin): 105.3 kcal per mole
- 2S+1: 1
- Charge: +1
- SMILES string: C=[N+](C)N1CCN=N1

The geometry in XYZ format:
```
17
Properties=species:S:1:pos:R:3:forces:R:3
C -0.287362 -0.651856 2.019817 -0.0162 0.0812 -0.0765
N 0.469838 -0.676710 1.002771 -2.3001 2.8045 -3.9907
C 1.739011 -1.307225 0.856277 1.5586 -0.8836 -0.0114
N 0.011934 0.087290 -0.313112 0.2835 -1.7623 4.4861
C -1.193068 0.883767 -0.472967 -0.5245 0.1032 0.3871
C -0.954081 1.317239 -1.934902 -0.3775 0.2223 0.2363
N 0.289216 0.661793 -2.316282 0.2649 0.3237 -1.3437
N 0.772870 0.015613 -1.410287 1.4351 -0.9839 0.1364
H -1.237100 -0.140691 2.012050 -0.0510 0.1005 -0.2094
H 0.026913 -1.150008 2.925265 0.2106 -0.1288 -0.0112
H 1.628588 -2.392576 0.906659 -0.1349 0.1173 -0.0278
H 2.411585 -0.987010 1.653577 -0.1488 0.0779 -0.0293
H 2.168394 -1.045064 -0.110911 -0.1089 -0.0206 0.2308
H -1.209123 1.721887 0.226605 -0.0464 -0.0304 -0.0353
H -2.091757 0.272709 -0.354908 0.0318 0.0785 0.0155
H -1.733341 0.998247 -2.627158 -0.0067 0.0000 0.1309
H -0.812516 2.392596 -2.062496 -0.0696 -0.0996 0.1124
```
Positions in Å, forces in eV/Å.


Entry from the OMol25 dataset: C14H14N4O5PdSSe as an isolated structure (ωB97M-V/def2-TZVPD).

Computed properties:
- 2S+1: 1

The geometry in XYZ format:
```
40
Properties=species:S:1:pos:R:3:forces:R:3
Pd 0.110108 0.233168 0.157416 -0.0041 0.1150 -0.4551
N -0.199637 -1.309117 1.394055 0.2154 -0.2115 0.3263
C -1.215770 -0.915464 2.397306 -0.0427 -0.0059 -0.0773
C -1.263646 0.609179 2.554731 -0.0201 0.0350 -0.0763
O -1.696839 1.108464 3.563736 -0.0500 -0.0298 0.0489
O -0.871255 1.282818 1.500869 0.0035 -0.0531 0.0022
H -0.435917 -2.166401 0.905811 0.0113 0.0358 -0.0141
H 0.718498 -1.442004 1.818130 -0.0517 -0.0518 0.0025
H -1.053983 -1.400761 3.357166 0.0233 0.0512 0.0136
H -2.193828 -1.215229 2.019183 -0.0008 -0.0034 0.0350
C 4.313806 3.857198 -4.226969 0.0281 0.0291 -0.0272
C 3.948606 2.678588 -3.369174 0.0000 -0.0185 0.0311
C 4.561946 2.465986 -2.138951 0.0042 0.0071 -0.0142
C 4.201010 1.394121 -1.333288 -0.0376 0.0181 0.0055
C 3.212926 0.520745 -1.758523 0.0917 0.0132 0.0623
C 2.599567 0.706255 -2.989932 0.0036 -0.0435 -0.0243
C 2.968679 1.778723 -3.784814 -0.0125 -0.0046 -0.0085
S 2.707810 -0.803219 -0.684314 0.0187 0.1615 0.1618
O 3.540264 -1.945160 -0.924575 -0.1495 -0.0419 -0.2252
O 1.270030 -1.025160 -1.103232 -0.1358 0.2391 0.3862
O 2.746052 -0.256018 0.665641 0.1550 -0.0826 -0.0765
H 5.188787 4.375335 -3.836736 -0.0013 -0.0007 0.0036
H 3.492644 4.576637 -4.275488 -0.0115 -0.0086 0.0070
H 4.532121 3.547660 -5.249676 -0.0053 -0.0054 -0.0005
H 5.332927 3.149656 -1.803209 0.0011 0.0015 0.0016
H 4.666410 1.246110 -0.367615 -0.0014 -0.0059 0.0064
H 1.827444 0.018056 -3.308444 -0.0073 -0.0043 -0.0020
H 2.485298 1.922502 -4.745225 0.0001 0.0039 -0.0029
Se -2.001574 1.493280 -3.996424 -0.0432 0.1578 0.0455
N -1.179941 3.064298 -4.068560 0.0654 -0.1171 -0.1181
C -0.397150 3.118435 -3.010906 -0.0498 0.2091 -0.0263
C 0.463403 4.212961 -2.675240 -0.0412 -0.0467 0.0203
C 1.191636 4.112501 -1.541815 -0.0545 -0.2273 0.1020
C 1.094250 2.935483 -0.721192 0.1219 0.1394 -0.0599
N 0.332273 1.921775 -0.993609 -0.3427 -0.1963 -0.1726
C -0.449549 1.982111 -2.134380 0.2764 0.0151 0.1897
N -1.253928 1.005439 -2.471443 0.0612 -0.0690 -0.0457
H 0.502506 5.075513 -3.326211 0.0124 0.0122 0.0039
H 1.864631 4.892126 -1.216634 -0.0004 0.0310 -0.0427
H 1.695398 2.862911 0.177125 -0.0297 -0.0474 0.0143
```
Positions in Å, forces in eV/Å.


Entry from the OMol25 dataset: C17H25N in the gas phase (ωB97M-V/def2-TZVPD).

Computed properties:
- 2S+1: 1
- SMILES string: C=CCC1(N[C@H](C)c2ccccc2)CCCCC1

The geometry in XYZ format:
```
43
Properties=species:S:1:pos:R:3:forces:R:3
C 2.865282 -3.235114 -0.939863 0.0966 -0.1394 -0.1473
C 1.601998 -3.437495 -0.616492 -0.1044 -0.1334 0.2275
C 0.963292 -2.926878 0.633404 -0.1180 0.1825 -0.2418
C 0.099897 -1.650369 0.377842 -0.0387 -0.4930 0.4465
N 1.045164 -0.699079 -0.178336 0.0298 0.2245 0.1127
C 0.756051 0.383488 -1.084789 0.3029 0.1361 -0.1686
C 2.053777 0.709509 -1.841926 -0.3243 -0.1470 -0.0811
C 0.240553 1.665551 -0.453518 -0.1749 0.0072 -0.1233
C 0.814219 2.173449 0.706267 0.0074 -0.0467 -0.0930
C 0.351668 3.348361 1.270355 0.0779 0.0044 0.0744
C -0.689626 4.041353 0.677079 -0.0879 0.1046 0.0213
C -1.256490 3.556645 -0.488759 -0.0802 0.1068 -0.0039
C -0.791240 2.380306 -1.049652 0.1165 -0.0677 0.0111
C -1.034570 -2.018713 -0.590492 0.0750 0.3151 -0.0676
C -2.230636 -1.066657 -0.596554 -0.0940 -0.2183 0.0855
C -2.763123 -0.843634 0.812346 0.0994 0.2767 -0.1025
C -1.652871 -0.259151 1.674828 -0.0811 -0.1823 0.1267
C -0.481597 -1.232005 1.750765 -0.0415 0.1639 -0.2357
H 3.288237 -3.606884 -1.858038 0.0328 -0.0919 -0.2000
H 3.533053 -2.687642 -0.295719 0.1043 0.1398 0.1942
H 0.955934 -3.991425 -1.284343 -0.0191 -0.0875 -0.1780
H 0.333274 -3.705375 1.067931 -0.0204 0.0147 0.1164
H 1.738883 -2.668613 1.357217 0.0281 0.0078 0.1074
H 1.712475 -0.418766 0.527181 0.0720 -0.0252 -0.0065
H 0.027714 0.028166 -1.817548 -0.0075 0.0575 0.0586
H 2.803966 1.094910 -1.155327 0.1026 0.0709 0.1014
H 1.868007 1.458496 -2.607798 0.0512 0.1422 -0.0559
H 2.438872 -0.194580 -2.305725 0.0447 -0.0846 -0.0485
H 1.629164 1.644503 1.180756 0.0700 -0.0607 0.0705
H 0.805894 3.725143 2.175534 0.0310 0.0284 0.0673
H -1.054106 4.956905 1.119128 -0.0313 0.0668 0.0337
H -2.064178 4.095575 -0.962707 -0.0653 0.0439 -0.0299
H -1.234906 2.013808 -1.965686 -0.0503 -0.0757 -0.0777
H -1.401757 -3.006104 -0.300227 0.0312 -0.0771 -0.0132
H -0.623034 -2.104669 -1.597333 0.0222 -0.1266 -0.0534
H -1.955982 -0.099318 -1.014989 -0.0268 0.0576 -0.0767
H -3.011510 -1.493975 -1.231098 0.0250 0.0681 -0.0661
H -3.616266 -0.162651 0.784750 -0.0598 -0.0560 0.0252
H -3.100631 -1.792043 1.237872 -0.0818 -0.0629 0.0337
H -1.329263 0.691603 1.250218 -0.0462 0.0455 0.0602
H -2.020897 -0.064236 2.685262 0.0261 0.0739 -0.0023
H 0.320321 -0.795876 2.353012 0.0966 -0.0930 0.0260
H -0.822727 -2.133545 2.265924 0.0101 -0.0701 0.0724
```
Positions in Å, forces in eV/Å.


Entry from the OMol25 dataset: C3H3NO in the gas phase (ωB97M-V/def2-TZVPD).

Computed properties:
- Energy relative to the best compared isomer or geometry (same formula, charge and spin): 38.6 kcal per mole
- 2S+1: 1
- SMILES string: Cc1nc1=O

The geometry in XYZ format:
```
8
Properties=species:S:1:pos:R:3:forces:R:3
C 0.055384 0.026091 -0.094618 0.0131 -0.1101 0.6288
C 0.329219 0.040930 -1.511975 3.4106 0.1779 -3.7774
N 1.437050 0.075023 -2.414493 -2.9158 -0.0806 2.9457
C 0.152805 0.061905 -2.919195 -0.3920 -0.0629 1.1736
O -0.562300 0.072810 -3.862689 -0.1550 0.0084 -0.9541
H -0.177383 -1.007519 0.185729 -0.0126 0.0771 -0.0062
H -0.836021 0.621527 0.106188 0.0569 -0.0183 0.0609
H 0.900317 0.365188 0.504982 -0.0053 0.0085 -0.0712
```
Positions in Å, forces in eV/Å.


Quick rundown of frontier orbital gap, same order as above: 9.8 9.5 8.8 7.4 9.2 9.7 eV
Quick rundown of LUMO, same order as above: 0.43 0.53 -5.03 -1.83 0.91 0.03 eV